(1)
Entry from the Open Molecules 2025 dataset: a single C18H15ClO2S molecule (ωB97M-V with the def2-TZVPD basis set).

Each line ends with the Mulliken charge.
Atoms and positions in Å:
Cl1 5.65230 0.38960 3.54377  -0.215
S1 0.12660 0.90330 0.64741  -0.045
O1 0.90455 -2.28630 1.28784  -0.592
O2 -2.88933 0.17088 2.00295  -0.586
C1 -1.62858 -0.16920 -1.82077  0.246
C2 -0.91920 -0.22305 -3.01754  -0.584
C3 2.82444 0.43919 0.74843  -0.192
C4 4.04864 0.32678 1.38064  -0.743
C5 -0.02419 -1.72482 0.75789  0.044
C6 -2.12984 1.05651 -1.40585  -0.074
C7 -1.90442 2.20052 -2.15407  -0.789
C8 -0.69157 0.91728 -3.76353  -0.722
C9 3.00296 0.86966 3.48811  -0.770
C10 -0.51050 -2.10229 -0.61926  -0.775
C11 1.69531 0.76179 1.48434  0.081
C12 -2.20888 -0.47769 1.25177  -0.346
C13 -0.70851 -0.56353 1.42518  0.460
C14 -2.76883 -1.33323 0.14580  -1.152
C15 -1.18145 2.13779 -3.33028  -0.507
C16 -1.83915 -1.46318 -1.05985  0.382
C17 4.12895 0.53688 2.74879  0.407
C18 1.78376 0.98855 2.84973  -0.316
H1 -2.91641 -2.32752 0.58254  0.463
H2 -0.59057 -3.19302 -0.62579  0.346
H3 -0.13418 0.85249 -4.68654  0.388
H4 -2.69804 1.14395 -0.49403  0.356
H5 2.74113 0.27666 -0.31492  0.422
H6 -1.00423 3.03135 -3.90970  0.404
H7 -0.46000 -0.51485 2.48886  0.978
H8 -3.75073 -0.95534 -0.14323  0.355
H9 -0.54653 -1.17328 -3.37518  0.463
H10 3.08305 1.03725 4.55056  0.406
H11 0.90275 1.25970 3.41227  0.491
H12 -2.31199 -2.15908 -1.76503  0.624
H13 -2.29772 3.14483 -1.80917  0.413
H14 4.93300 0.06981 0.81951  0.402
H15 0.28739 -1.84837 -1.32166  0.278

Results
**F_max**: 0.808 eV/Å
**HOMO energy**: -8.844 eV



(2)
Entry from the Open Molecules 2025 dataset: a single C18H15ClO4 molecule (ωB97M-V with the def2-TZVPD basis set).

Each line ends with the Mulliken charge.
Atoms and positions in Å:
Cl1 0.40161 3.02656 -0.20780  -0.143
O1 -1.37724 -0.18274 1.22120  -0.638
O2 1.91469 -1.75642 -0.61002  -0.600
O3 3.05205 1.17989 1.23390  -0.567
O4 0.02828 2.48735 -3.03145  -0.715
C1 1.67485 2.06314 2.99518  -1.045
C2 0.37597 0.15135 -3.12469  0.399
C3 0.81043 0.39991 -0.25497  -0.634
C4 -0.05728 -1.08864 -5.09346  -0.213
C5 0.73936 -1.01462 -2.46809  0.274
C6 0.09573 0.15459 -4.54987  -1.145
C7 0.18058 -2.23601 -4.47864  -0.597
C8 0.53629 1.54090 3.85129  1.852
C9 1.05684 -0.89891 -0.98006  0.130
C10 0.97908 0.26454 1.25647  0.725
C11 0.12324 2.62233 4.84844  -2.001
C12 0.73966 -2.21428 -3.14451  -0.455
C13 0.96935 0.27766 4.58647  -1.703
C14 2.05122 1.15927 1.88438  0.038
C15 -0.45458 0.38011 1.84705  0.237
C16 0.47879 1.54764 -0.98551  0.829
C17 0.30569 1.41991 -2.42232  0.681
C18 -0.74550 1.30925 3.02538  -1.003
H1 -0.39702 -1.18069 -6.09302  0.376
H2 1.42018 3.05515 2.62656  0.315
H3 1.05341 -3.11245 -2.69497  0.548
H4 0.10886 -0.26232 4.92590  0.382
H5 -0.83580 2.30859 5.14615  0.476
H6 -0.04260 -3.16767 -5.03272  0.344
H7 1.11725 -0.84616 1.56550  0.473
H8 1.66314 0.52201 5.39541  0.450
H9 1.49617 -0.41526 3.92653  0.389
H10 0.18264 3.69289 4.58224  0.361
H11 -0.04325 0.97429 -5.17750  0.507
H12 2.56602 2.20496 3.59737  0.390
H13 -1.21407 2.22764 2.58577  0.336
H14 -1.60456 0.98461 3.63369  0.506
H15 0.75925 2.53035 5.72346  0.441

Results
**F_max**: 5.244 eV/Å
**HOMO energy**: -9.602 eV



(3)
Entry from the Open Molecules 2025 dataset: a single C18H15N3O molecule (ωB97M-V with the def2-TZVPD basis set).

Each line ends with the Mulliken charge.
Atoms and positions in Å:
O1 -1.11628 0.79719 1.54214  -0.385
N1 -0.63406 2.14274 -0.15261  -0.638
N2 -3.31051 0.14984 1.13338  -0.270
N3 -3.38232 2.24993 -2.32269  -0.556
C1 4.03331 1.90954 -0.88039  -0.780
C2 3.38897 -0.39711 -0.61994  0.913
C3 4.20865 0.59388 -1.19825  -0.836
C4 2.37776 -0.01828 0.30520  0.902
C5 2.21633 1.35822 0.61568  0.742
C6 -2.71401 1.99091 -1.42477  0.034
C7 -4.60308 -2.55442 -0.66431  -0.793
C8 2.75149 -2.71688 -0.39031  -0.517
C9 -4.34617 -0.22521 0.18548  -0.850
C10 -3.94972 -1.40863 -0.65023  0.200
C11 3.55087 -1.75976 -0.94703  -0.797
C12 -0.20394 1.62743 0.93897  0.889
C13 -1.91476 1.65673 -0.32909  0.373
C14 1.13182 1.81578 1.56294  -1.277
C15 3.03128 2.28754 0.02393  -0.640
C16 -2.20055 0.82027 0.73732  0.537
C17 1.75861 -2.34871 0.52864  -0.905
C18 1.57916 -1.03698 0.87006  -0.619
H1 2.90114 3.33512 0.25220  0.369
H2 1.16057 1.25919 2.50136  0.283
H3 4.97286 0.29060 -1.89930  0.386
H4 -5.24998 -0.44521 0.75809  0.369
H5 -5.49449 -2.70520 -0.07698  0.259
H6 -3.14187 -0.51851 1.87314  0.303
H7 4.65815 2.67020 -1.32418  0.383
H8 -3.05834 -1.26708 -1.24680  0.272
H9 4.32321 -2.03112 -1.65268  0.368
H10 1.27304 2.87676 1.77899  0.537
H11 1.13472 -3.11337 0.96917  0.403
H12 -4.28760 -3.38307 -1.27427  0.266
H13 2.87870 -3.75787 -0.64882  0.395
H14 -4.53585 0.63716 -0.45919  0.293
H15 0.81290 -0.78164 1.58514  0.386

Results
**F_max**: 1.573 eV/Å
**HOMO energy**: -8.174 eV



(4)
Entry from the Open Molecules 2025 dataset: 3 unconnected molecules or ions with the total composition C18H15N3O6 (ωB97M-V with the def2-TZVPD basis set).

Each line ends with the Mulliken charge.
Atoms and positions in Å:
O1 -0.92970 6.88606 16.94259  -0.551
O2 1.92364 2.67337 18.16846  -0.589
O3 0.99156 -0.59992 18.87301  -0.539
O4 -1.46949 4.99071 18.04363  -0.492
O5 2.53489 -0.35290 20.36328  -0.580
O6 1.55507 4.45619 19.23804  -0.555
N1 -1.11807 6.21461 17.97016  0.899
N2 1.85567 -1.10522 19.58452  0.914
N3 2.26328 3.55999 18.87937  1.001
C1 5.32448 4.27607 20.96306  -0.566
C2 -1.06093 6.86891 19.31379  0.057
C3 4.17500 4.45130 20.20970  -0.209
C4 4.18156 2.15559 19.61835  0.048
C5 -1.30598 8.83642 20.70922  -0.571
C6 -1.40834 8.19903 19.46706  -0.252
C7 1.46758 -4.82543 18.71100  -0.437
C8 3.15384 -3.12972 20.24446  -0.250
C9 2.44984 -5.35440 19.61273  -0.402
C10 5.91254 3.06092 20.94945  -0.211
C11 -0.73867 6.18771 20.48640  0.054
C12 5.36914 2.03828 20.31465  -0.628
C13 3.17350 -4.50949 20.41137  -0.407
C14 -0.95237 8.10589 21.82674  -0.179
C15 2.13981 -2.56816 19.43245  0.181
C16 3.60477 3.40374 19.50464  -0.221
C17 1.31682 -3.40663 18.64417  -0.350
C18 -0.64385 6.76180 21.73329  -0.845
H1 2.56975 -6.42731 19.64260  0.366
H2 3.77806 -4.95486 21.18762  0.344
H3 -0.83812 8.55678 22.80144  0.356
H4 5.77170 5.04745 21.57245  0.378
H5 -1.79427 8.81810 18.67069  0.370
H6 -1.62155 9.86874 20.74310  0.361
H7 -0.70704 5.11905 20.33362  0.422
H8 3.76764 1.28422 19.13278  0.445
H9 6.82254 2.93653 21.51762  0.357
H10 -0.57921 6.29208 22.70363  0.375
H11 3.70354 -2.55086 20.97187  0.390
H12 0.52131 -3.07184 17.99495  0.403
H13 3.67400 5.39892 20.34163  0.400
H14 0.79796 -5.45114 18.13960  0.372
H15 5.76493 1.03814 20.41183  0.345

Results
**F_max**: 3.751 eV/Å
**HOMO energy**: -9.671 eV